{"formula": "C20H29MnN5OS", "method": "the ωB97M-V functional and the def2-TZVPD basis", "symbols": ["Mn", "C", "C", "N", "C", "C", "S", "C", "C", "N", "H", "H", "H", "H", "H", "H", "H", "H", "H", "H", "H", "H", "H", "H", "C", "C", "C", "C", "C", "C", "N", "N", "C", "C", "C", "C", "C", "N", "H", "H", "H", "H", "H", "H", "H", "H", "H", "C", "O", "C", "C", "H", "H", "H", "H", "H", "H"], "positions_angstrom": [[-0.07591, 0.02561, 0.31670], [2.44817, 0.43665, 2.42770], [1.24361, -0.21459, 3.11045], [-0.00787, 0.40097, 2.66195], [-0.20442, 1.77494, 3.14714], [-0.73524, 2.76239, 2.10841], [0.04540, 2.73909, 0.47662], [1.79264, 3.05034, 0.85270], [2.69582, 1.88547, 0.44495], [2.24712, 0.60411, 0.98685], [3.33984, -0.15766, 2.64749], [2.63012, 1.41971, 2.86508], [1.37551, -0.14573, 4.19792], [1.20064, -1.27062, 2.84222], [-0.79065, -0.18047, 2.93651], [0.74945, 2.14363, 3.52733], [-0.88810, 1.78707, 4.00213], [-0.66952, 3.76971, 2.52352], [-1.78458, 2.56950, 1.88168], [1.88813, 3.28738, 1.91323], [2.10641, 3.93786, 0.30383], [3.72070, 2.12548, 0.75946], [2.69830, 1.79294, -0.64283], [2.68248, -0.15164, 0.47539], [2.47600, -0.23794, -4.76978], [2.82999, -0.43046, -3.44237], [1.87056, -0.40079, -2.44304], [0.50598, -0.15699, -2.72086], [0.16114, 0.00948, -4.08289], [1.12973, -0.02716, -5.06635], [-0.38080, -0.08928, -1.69022], [-1.72112, -0.08542, -2.10077], [-2.57283, 0.09289, -1.13735], [-3.99074, 0.04023, -1.43910], [-4.91035, 0.08430, -0.45387], [-4.48995, 0.20094, 0.91059], [-3.15367, 0.30844, 1.13739], [-2.18905, 0.30714, 0.18852], [3.22169, -0.26229, -5.55304], [3.86533, -0.62006, -3.17968], [2.16174, -0.59825, -1.41569], [-0.87695, 0.17638, -4.32664], [0.83016, 0.11706, -6.09847], [-4.26525, -0.06248, -2.48026], [-5.96615, 0.02918, -0.69164], [-5.19519, 0.22592, 1.72843], [-2.80339, 0.42734, 2.16355], [-1.67515, -3.70956, 0.63802], [-0.91816, -2.49622, 0.88132], [0.24062, -2.19705, 0.36418], [0.80380, -3.13024, -0.64680], [-1.04118, -4.58807, 0.72256], [-2.13803, -3.65471, -0.34530], [-2.43849, -3.71743, 1.40853], [0.33090, -4.10586, -0.74585], [1.87530, -3.25427, -0.48248], [0.71545, -2.58687, -1.59706]], "homo_ev": [-4.9, -5.1], "multiplicity": 6, "s_squared": 8.773, "total_charge": 0, "total_energy_ha": -2677.608681}